The following is a quantum chemistry calculation of a 8-piece molecular cluster, C18H35Cl14N overall at a distorted geometry, from OMol25.

## Properties
Gap between HOMO and LUMO: 10.58 eV
Largest force on an atom: 2.77 eV Å⁻¹
Energy above the lowest of the compared OMol25 structures with the same formula, charge and spin: 35.4 kcal/mol
Electronic energy: -196037.8385 eV
LUMO: 0.0100 Ha

Last column: Mulliken charge in e.
Geometry (Å):
C (-2.29558, -0.59846, -1.88720)  -1.07
C (-1.08823, -0.04054, -1.08507)  0.12
C (-1.08366, -0.57514, 0.38364)  -0.13
C (0.08408, -0.13515, 1.13039)  -0.50
N (1.02015, 0.22599, 1.67952)  -0.13
H (-2.10624, -1.66713, -1.98821)  0.30
H (-2.14879, -0.16055, -2.87452)  0.25
H (-3.29133, -0.37004, -1.50719)  0.34
H (-1.04127, 1.04456, -1.17694)  0.26
H (-0.24601, -0.40026, -1.67613)  -0.05
H (-0.98523, -1.65883, 0.32016)  0.12
H (-1.97388, -0.42513, 0.99447)  0.53
Cl (2.48448, -0.29190, 6.34280)  -0.17
C (3.67931, 0.65276, 5.37186)  -0.57
C (2.90197, 1.68994, 4.50885)  0.28
Cl (1.97361, 2.83161, 5.47625)  -0.16
H (4.20926, -0.08193, 4.76566)  0.30
H (4.35562, 1.11585, 6.09035)  0.39
H (2.25163, 1.09580, 3.86687)  -0.29
H (3.65859, 2.20521, 3.91712)  0.27
Cl (-3.37624, -4.11839, -0.94076)  -0.13
C (-4.52447, -4.76354, -2.17854)  -0.40
C (-4.40462, -3.87912, -3.39346)  -0.43
Cl (-5.30304, -4.51460, -4.84580)  -0.21
H (-5.56467, -4.71740, -1.85612)  0.31
H (-4.23383, -5.77401, -2.46590)  0.31
H (-3.35599, -3.78721, -3.67637)  0.29
H (-4.74206, -2.86609, -3.17437)  0.27
Cl (1.79006, -2.88854, 0.25130)  -0.11
C (2.47920, -3.53571, 1.65430)  -0.50
C (2.27369, -2.53321, 2.86050)  -0.34
Cl (0.54121, -2.55877, 3.45066)  -0.18
H (3.49600, -3.82910, 1.39330)  0.35
H (1.99946, -4.49132, 1.86589)  0.31
H (2.52639, -1.50853, 2.58789)  0.03
H (2.85872, -2.76857, 3.74957)  0.41
Cl (-1.47115, 0.57036, 6.95795)  -0.21
C (-1.63052, -0.33948, 5.42988)  -0.28
C (-1.39112, 0.70705, 4.27873)  0.45
Cl (-2.62472, 2.09950, 4.18584)  -0.21
H (-2.66132, -0.69359, 5.44294)  0.38
H (-1.07194, -1.27455, 5.47150)  0.19
H (-1.36507, 0.14456, 3.34544)  -0.32
H (-0.40451, 1.17041, 4.27886)  -0.05
Cl (-2.66113, 3.18353, -2.50899)  -0.20
C (-3.73136, 2.15569, -3.44758)  -0.46
C (-4.87916, 2.94727, -4.07896)  -0.36
Cl (-5.85266, 1.72185, -4.87053)  -0.20
H (-3.99386, 1.39079, -2.71674)  0.23
H (-3.20584, 1.49649, -4.13853)  0.37
H (-4.53672, 3.75212, -4.72937)  0.33
H (-5.57976, 3.42849, -3.39655)  0.30
Cl (4.34501, 2.57710, -4.38867)  -0.16
C (2.81965, 1.76069, -4.55827)  -0.39
C (2.86298, 0.30001, -4.10360)  -0.42
Cl (1.24722, -0.42335, -3.95179)  -0.17
H (2.47831, 1.87025, -5.58764)  0.39
H (2.14349, 2.27817, -3.87773)  0.19
H (3.30559, 0.21286, -3.11132)  0.24
H (3.28641, -0.22710, -4.95856)  0.36
Cl (2.21762, 3.30698, -1.22253)  -0.16
C (3.47363, 2.34479, -0.64035)  0.07
C (4.50692, 3.21716, 0.07593)  -0.58
Cl (5.34013, 4.31061, -1.02999)  -0.18
H (3.95877, 1.96173, -1.53813)  0.02
H (3.11531, 1.54819, 0.01168)  0.13
H (5.20539, 2.68971, 0.72558)  0.35
H (3.93612, 3.88918, 0.71675)  0.30

The following is a quantum chemistry calculation of C5H14N3O4 as an isolated structure at a distorted geometry, from OMol25.

## Properties
Gap between HOMO and LUMO (spin up / spin down): 7.92 / 7.92 eV
Largest force on an atom: 1.47 eV Å⁻¹
Charge: +1
Energy above the lowest of the compared OMol25 structures with the same formula, charge and spin: 43.1 kcal/mol
Electronic energy: -18063.0144 eV
LUMO (spin up / spin down): -0.1224 / -0.1224 Ha

Last column: Mulliken charge in e.
Geometry (Å):
C (0.73545, 0.01073, -0.50396)  -1.18
C (-1.62409, -0.58560, -0.26778)  1.02
C (-1.67347, -1.45237, -1.47072)  -1.33
C (-2.86451, 0.51055, 1.43797)  -0.85
C (1.88120, -0.62967, 0.28290)  0.75
N (-0.50336, -0.04092, 0.14569)  0.13
N (0.33731, 2.76311, -0.44423)  -0.95
N (1.26827, 1.87022, -0.37650)  0.23
O (3.10852, -0.28472, -0.28927)  -0.54
O (1.67374, -1.99737, 0.26248)  -0.47
O (1.84965, -0.09466, 1.56100)  -0.53
O (-2.75681, -0.39336, 0.33898)  -0.31
H (0.70947, -0.30713, -1.53827)  0.58
H (-1.56127, -0.86153, -2.37905)  0.32
H (-2.63443, -1.95841, -1.50946)  0.37
H (-0.86799, -2.18471, -1.43473)  0.37
H (-2.48893, 1.50022, 1.16344)  0.41
H (-2.33809, 0.13062, 2.31611)  0.35
H (-3.93079, 0.57349, 1.65545)  0.25
H (-0.49815, 0.45272, 1.03783)  0.35
H (0.14877, 3.06342, -1.39958)  0.21
H (1.63373, 1.75797, 0.57827)  0.41
H (2.02450, 1.81071, -1.07495)  0.31
H (3.38311, -0.94485, -0.94019)  0.36
H (2.29232, -2.46330, 0.84258)  0.35
H (2.69584, -0.24514, 2.00597)  0.38

The following is a quantum chemistry calculation of a 9-piece molecular cluster, C12H10Cl32N2O3 overall at a distorted geometry, from OMol25.

## Properties
Gap between HOMO and LUMO: 9.66 eV
Largest force on an atom: 2.25 eV Å⁻¹
Energy above the lowest of the compared OMol25 structures with the same formula, charge and spin: 5.9 kcal/mol
Electronic energy: -422443.2115 eV
LUMO: -0.0012 Ha

Last column: Mulliken charge in e.
Geometry (Å):
Cl (5.46308, -1.30263, 6.02727)  -0.10
C (4.92601, -0.99232, 4.37580)  0.33
Cl (3.32534, -0.24294, 4.40758)  -0.11
Cl (6.06628, 0.08692, 3.57500)  -0.04
Cl (4.83500, -2.51839, 3.48507)  -0.10
Cl (0.42777, -5.59073, -1.43508)  -0.07
C (-0.32805, -4.57973, -0.19825)  0.31
Cl (0.58492, -3.06932, -0.04237)  -0.18
Cl (-1.98708, -4.20900, -0.66652)  -0.09
Cl (-0.32886, -5.42799, 1.35329)  -0.09
Cl (-6.43170, 3.31474, 0.94614)  -0.11
C (-5.73763, 3.31370, -0.67910)  0.27
Cl (-4.03735, 2.85201, -0.59376)  0.01
Cl (-6.61379, 2.16212, -1.69212)  -0.11
Cl (-5.87209, 4.93261, -1.37703)  -0.05
Cl (-0.23946, -9.79350, 1.24130)  -0.07
C (-1.20568, -9.59340, -0.22475)  0.29
Cl (-2.46955, -10.82948, -0.29073)  -0.08
Cl (-1.94779, -7.99460, -0.20756)  -0.05
Cl (-0.16425, -9.73454, -1.64827)  -0.09
Cl (1.30170, 10.84371, 0.01131)  -0.10
C (1.22761, 9.11823, 0.38497)  0.37
Cl (-0.27744, 8.76227, 1.22760)  -0.08
Cl (1.30445, 8.19370, -1.12049)  -0.10
Cl (2.59884, 8.67915, 1.40935)  -0.11
Cl (7.07860, 0.14412, -2.10604)  -0.10
C (6.42062, 0.76841, -0.59226)  0.31
Cl (7.70222, 1.56237, 0.32815)  -0.10
Cl (5.13430, 1.92616, -0.93532)  -0.08
Cl (5.76605, -0.56695, 0.36298)  -0.06
Cl (-5.38279, 8.94175, -2.86012)  -0.09
C (-6.59489, 8.22410, -3.92607)  0.35
Cl (-5.94779, 6.74123, -4.63247)  -0.08
Cl (-8.04508, 7.84322, -2.99289)  -0.09
Cl (-7.00113, 9.36434, -5.21156)  -0.11
Cl (-0.74434, -13.93499, 2.22726)  -0.10
C (0.02594, -14.36398, 0.69548)  0.33
Cl (1.72523, -14.75545, 0.98169)  -0.10
Cl (-0.79190, -15.76579, -0.00212)  -0.10
Cl (-0.09124, -12.99868, -0.41417)  -0.02
N (0.00856, 5.31771, 0.15907)  -0.41
C (-0.99938, 4.25104, 0.19657)  -0.69
C (-0.61440, 3.10003, -0.74826)  -0.50
O (-1.35814, 1.89502, -0.45055)  -0.13
C (-0.58057, 0.79488, -0.40692)  0.56
O (-0.81736, -0.20147, -1.07124)  -0.56
O (0.42318, 0.91111, 0.46882)  -0.38
C (1.49367, -0.00230, 0.26539)  0.60
N (2.51758, 0.31010, 1.22349)  -0.33
H (0.84115, 4.95460, 0.60333)  0.23
H (0.24227, 5.46121, -0.81426)  0.21
H (-1.05999, 3.80155, 1.17790)  0.38
H (-1.95330, 4.64012, -0.11393)  0.32
H (-0.84950, 3.41251, -1.76150)  0.25
H (0.45284, 2.94580, -0.65988)  0.51
H (1.18187, -1.04753, 0.32435)  -0.56
H (1.88876, 0.14704, -0.73503)  0.46
H (3.31744, -0.26566, 1.00590)  0.07
H (2.19123, 0.06382, 2.14555)  0.16

The following is a quantum chemistry calculation of C5H10O as an isolated structure at a distorted geometry, from OMol25.

## Properties
Gap between HOMO and LUMO: 8.99 eV
Largest force on an atom: 1.25 eV Å⁻¹
Energy above the lowest of the compared OMol25 structures with the same formula, charge and spin: 89.1 kcal/mol
Electronic energy: -7390.9033 eV
LUMO: 0.0300 Ha

Last column: Mulliken charge in e.
Geometry (Å):
C (-1.83481, 0.51851, 0.19601)  -1.12
C (-0.90236, -0.60941, -0.23954)  -0.27
C (0.38099, -0.49829, 0.52656)  -0.32
C (1.98333, -0.93518, -0.03849)  -0.89
C (1.43915, 0.44956, 0.11825)  -0.04
O (1.19652, 1.10700, -1.10491)  -0.53
H (-1.36441, 1.49267, 0.02070)  0.28
H (-2.06652, 0.45044, 1.26526)  0.31
H (-2.77467, 0.49049, -0.35966)  0.34
H (-1.38216, -1.58047, -0.06583)  0.34
H (-0.67793, -0.53564, -1.30531)  0.26
H (0.29798, -0.59998, 1.61326)  0.49
H (1.19554, -1.63650, 0.50021)  0.25
H (1.90059, -1.17213, -1.10531)  0.24
H (1.85411, 1.11962, 0.87088)  0.33
H (0.75466, 1.93931, -0.89208)  0.33

The following is a quantum chemistry calculation of C17H16NO8PdS3 as an isolated structure, from OMol25.

## Properties
2S+1: 3
Gap between HOMO and LUMO (spin up / spin down): 7.88 / 7.26 eV
<S²>: 2.006
Largest force on an atom: 0.24 eV Å⁻¹
Charge: -1
Energy above the lowest of the compared OMol25 structures with the same formula, charge and spin: 0.8 kcal/mol
Electronic energy: -71746.7486 eV
LUMO (spin up / spin down): 0.0910 / 0.0718 Ha

Last column: Löwdin spin population.
Geometry (Å):
Pd (-1.36866, 0.48394, 1.56491)  1.45
S (-0.76331, 0.02413, 4.01655)  0.18
C (0.73774, 0.26559, 3.26484)  0.02
N (0.78858, 0.55083, 1.98524)  0.08
C (2.07375, 0.74131, 1.52277)  0.01
C (2.43355, 1.07638, 0.22176)  0.00
C (3.77503, 1.22641, -0.07626)  0.00
C (4.75630, 1.05286, 0.90108)  0.00
C (4.40721, 0.72404, 2.20121)  0.00
C (3.06150, 0.57104, 2.50366)  0.00
S (2.31271, 0.17999, 4.02888)  0.01
H (1.66468, 1.20626, -0.52873)  0.00
H (4.06927, 1.47808, -1.08750)  0.00
H (5.80048, 1.17575, 0.64271)  0.00
H (5.16399, 0.59042, 2.96382)  0.00
O (-2.91122, -3.08313, 0.28561)  0.02
C (-1.94210, -2.33473, 0.32397)  0.01
O (-1.58686, -1.61686, 1.32735)  0.08
C (-1.03576, -2.27048, -0.89766)  0.00
C (-1.50605, -2.76586, -2.10727)  0.00
C (-0.74383, -2.70331, -3.27530)  0.00
C (0.50448, -2.14157, -3.16548)  0.00
O (1.45456, -1.97750, -4.14937)  0.00
C (2.54260, -1.30073, -3.52650)  0.00
O (2.26708, -1.18393, -2.13851)  0.00
C (0.98744, -1.66991, -1.96135)  0.00
C (0.24638, -1.71397, -0.80798)  0.00
H (-2.49695, -3.19992, -2.11482)  0.00
H (-1.10964, -3.07958, -4.22131)  0.00
H (2.64464, -0.30195, -3.96346)  0.00
H (3.45613, -1.88213, -3.66787)  0.00
H (0.61720, -1.34166, 0.13663)  0.00
C (-4.27148, 1.86205, 3.33532)  0.00
S (-3.55305, 2.36214, 1.79719)  0.00
O (-4.35881, 3.43021, 1.26569)  0.01
O (-3.55630, 1.12091, 0.96393)  0.05
O (-2.14976, 2.71305, 2.07953)  0.04
H (-5.30075, 1.56882, 3.14296)  0.00
H (-4.22811, 2.71265, 4.01224)  0.00
H (-3.69929, 1.02691, 3.73232)  0.00
C (-1.36755, 0.95020, -2.06291)  0.00
O (-1.44696, 1.44815, -0.73244)  0.04
H (-1.89983, 1.61467, -2.74863)  0.00
H (-1.76742, -0.06106, -2.15073)  0.00
H (-0.31523, 0.93004, -2.34267)  0.00
H (-2.38639, 1.54144, -0.49340)  0.00

The following is a quantum chemistry calculation of C19H38AlCl26O as an isolated structure at a distorted geometry, from OMol25.

## Properties
Gap between HOMO and LUMO: 6.54 eV
Largest force on an atom: 1.26 eV Å⁻¹
Charge: -1
Energy above the lowest of the compared OMol25 structures with the same formula, charge and spin: 0.0 kcal/mol
Electronic energy: -354546.1009 eV
LUMO: 0.0601 Ha

Last column: Mulliken charge in e.
Geometry (Å):
C (-2.91493, 2.09970, 2.24567)  1.30
C (-1.85345, 1.59747, 2.58147)  -1.09
Al (-0.19141, 0.64603, 3.31717)  -0.01
C (-0.84029, -1.15651, 4.02320)  -0.79
C (-0.64891, -1.40581, 5.53693)  -0.73
C (-1.69893, -0.76274, 6.46022)  -0.42
C (-1.87617, 0.73687, 6.28289)  0.22
O (-2.93939, 1.15387, 7.18800)  -0.46
H (-3.97238, 2.22385, 2.07171)  -0.30
H (0.88523, 0.51882, 2.11507)  -0.24
H (0.46757, 1.46492, 4.54903)  -0.27
H (-1.90046, -1.26111, 3.74778)  0.31
H (-0.26899, -1.93006, 3.49068)  0.38
H (-0.73840, -2.49562, 5.69124)  0.30
H (0.35917, -1.15835, 5.89059)  0.32
H (-1.35779, -0.91610, 7.49388)  0.27
H (-2.67672, -1.24603, 6.34358)  0.15
H (-0.97135, 1.24797, 6.62000)  0.24
H (-2.19015, 1.03605, 5.27974)  -0.10
H (-3.24850, 2.01194, 6.87984)  0.07
C (-5.15399, -0.95502, 8.13264)  0.03
Cl (-6.24501, -0.77942, 9.52217)  -0.21
Cl (-6.02762, -0.84856, 6.60171)  -0.16
H (-4.41216, -0.16170, 8.15961)  0.04
H (-4.66958, -1.92313, 8.19011)  0.27
C (-1.60084, 0.20495, -1.59694)  -0.04
Cl (0.15710, 0.23079, -1.83770)  -0.16
Cl (-2.06940, 1.11426, -0.14704)  -0.11
H (-2.07699, 0.64759, -2.46716)  0.34
H (-1.92177, -0.82367, -1.48126)  -0.17
C (-3.34083, -3.27435, -3.28610)  -0.27
Cl (-1.59044, -3.23059, -3.53310)  -0.08
Cl (-3.81396, -2.36594, -1.84908)  -0.09
H (-3.82756, -2.83751, -4.15104)  0.29
H (-3.65245, -4.30536, -3.16457)  0.16
C (2.23751, 3.22324, -1.18321)  -0.02
Cl (3.99303, 3.24270, -1.43189)  -0.11
Cl (1.77688, 4.13487, 0.25562)  -0.15
H (1.75869, 3.66811, -2.04825)  0.25
H (1.91468, 2.19525, -1.06694)  0.02
C (1.17447, -4.14749, -6.21719)  -0.50
Cl (1.96579, -3.78424, -7.76057)  -0.14
Cl (1.44554, -2.87375, -5.03230)  -0.06
H (0.10745, -4.24485, -6.38502)  0.32
H (1.57688, -5.07701, -5.82993)  0.39
C (2.92557, 0.43951, -6.38849)  -0.06
Cl (1.83797, 0.62913, -5.01272)  -0.07
Cl (2.06522, 0.57587, -7.93030)  -0.18
H (3.68438, 1.21281, -6.34372)  0.18
H (3.38766, -0.54119, -6.33391)  0.14
C (4.99405, -4.53360, -3.49037)  -0.38
Cl (3.91871, -4.36574, -2.10044)  -0.15
Cl (4.10866, -4.40107, -5.01576)  -0.07
H (5.73982, -3.74743, -3.45479)  0.28
H (5.47358, -5.50493, -3.44776)  0.32
C (-4.02158, 4.82371, 5.92859)  -0.29
Cl (-4.87958, 3.29118, 5.71609)  -0.13
Cl (-2.27490, 4.60528, 5.80652)  -0.11
H (-4.34515, 5.51311, 5.15667)  0.27
H (-4.25912, 5.22198, 6.90875)  0.31
C (6.70337, -4.30973, -7.74879)  -0.25
Cl (5.78208, -2.98569, -8.46837)  -0.13
Cl (7.51572, -3.80483, -6.26274)  -0.15
H (6.02292, -5.12095, -7.51342)  0.21
H (7.45209, -4.64138, -8.45908)  0.33
C (7.46472, 3.91949, -3.54781)  0.07
Cl (7.57031, 3.07793, -1.99542)  -0.15
Cl (5.97620, 3.51596, -4.40527)  -0.09
H (7.46051, 4.98559, -3.35976)  -0.14
H (8.31562, 3.63739, -4.15768)  0.32
C (-6.58673, 2.28035, 0.63623)  -0.21
Cl (-7.45835, 3.57215, -0.20515)  -0.19
Cl (-5.92592, 2.83010, 2.17667)  -0.12
H (-7.27263, 1.46221, 0.82311)  0.29
H (-5.76663, 1.94556, 0.00845)  0.17
C (5.29948, 6.86288, -1.71613)  -0.04
Cl (3.82807, 7.00965, -2.67691)  -0.14
Cl (6.74168, 7.27326, -2.66835)  -0.21
H (5.23717, 7.54065, -0.87287)  0.31
H (5.38926, 5.83833, -1.36846)  0.07
C (-4.19139, -5.60033, 0.81937)  -0.30
Cl (-4.94520, -4.05564, 1.20839)  -0.12
Cl (-4.17818, -5.90125, -0.92701)  -0.15
H (-3.16861, -5.59096, 1.17896)  0.28
H (-4.75001, -6.39370, 1.30242)  0.30